Density functional theory data (wB97M-V/def2-TZVPD) for 16 unconnected molecules or ions with the total composition C22H76N4O16 at a distorted geometry.

Last column: Löwdin charge in e.
CARTESIAN COORDINATES (ANGSTROEM)
C: 1.002 4.444 -0.243  -0.06
C: 1.308 5.141 1.096  -0.37
O: 0.477 4.617 1.982  -0.05
H: 1.355 3.389 -0.134  0.07
H: 1.478 4.810 -1.103  0.05
H: -0.078 4.419 -0.479  0.08
H: 1.110 6.218 1.041  0.12
H: 2.330 4.964 1.448  0.11
H: 0.843 4.796 2.807  0.07
C: -0.203 -4.572 0.694  -0.06
C: -1.061 -4.062 -0.436  -0.26
O: -1.889 -3.031 0.124  -0.09
H: 0.380 -3.853 1.176  0.04
H: 0.519 -5.359 0.292  0.11
H: -0.850 -5.012 1.364  0.05
H: -1.682 -4.889 -0.733  0.12
H: -0.480 -3.644 -1.222  0.07
H: -2.464 -3.399 0.783  0.08
C: -4.322 -0.305 0.553  -0.08
C: -5.328 -1.252 -0.122  -0.28
O: -5.644 -0.652 -1.373  -0.09
H: -4.734 0.669 0.639  0.06
H: -3.401 -0.021 0.004  0.06
H: -4.114 -0.745 1.473  0.03
H: -6.256 -1.369 0.567  0.14
H: -4.898 -2.248 -0.174  0.09
H: -5.776 -1.306 -2.112  0.12
C: -0.711 2.203 3.841  -0.07
C: -0.710 2.095 5.355  -0.33
O: -1.916 2.411 5.947  -0.02
H: -1.331 3.045 3.425  0.09
H: -0.924 1.254 3.435  0.03
H: 0.239 2.508 3.500  0.04
H: 0.039 2.846 5.598  0.10
H: -0.287 1.175 5.736  0.10
H: -1.919 2.259 6.852  0.05
C: -0.253 0.358 0.223  -0.04
C: 0.670 -0.829 0.458  -0.33
O: 0.846 -1.381 -0.757  -0.08
H: -1.256 0.095 0.039  0.03
H: 0.093 1.009 -0.634  0.07
H: -0.314 0.902 1.182  0.07
H: 0.019 -1.470 1.013  0.09
H: 1.714 -0.769 0.880  0.12
H: 1.064 -2.274 -0.628  0.02
C: -2.603 2.778 -2.593  -0.07
C: -4.016 2.056 -2.630  -0.21
O: -3.919 0.783 -3.387  -0.10
H: -2.615 3.732 -2.051  0.07
H: -2.346 3.135 -3.551  0.05
H: -1.837 2.251 -2.046  0.04
H: -4.887 2.686 -2.800  0.11
H: -4.213 1.744 -1.637  0.06
H: -3.995 0.096 -2.737  0.00
C: 3.893 -2.219 0.200  -0.59
O: 4.113 -1.325 1.207  -0.12
N: 3.130 -3.300 0.257  0.17
N: 4.242 -1.936 -1.024  0.19
H: 3.064 -3.588 1.217  0.12
H: 2.924 -3.794 -0.613  0.07
H: 4.619 -0.983 -1.047  0.06
H: 3.823 -2.291 -1.849  0.03
C: 2.548 -1.586 -4.212  -0.56
O: 3.610 -2.252 -3.574  -0.14
N: 1.457 -1.222 -3.670  0.20
N: 2.570 -1.387 -5.528  0.15
H: 1.474 -1.241 -2.700  0.06
H: 0.969 -0.465 -4.161  0.10
H: 3.539 -1.619 -5.923  0.15
H: 2.048 -0.853 -6.194  0.10
C: -2.180 -1.561 3.349  -0.15
O: -1.596 -1.036 4.485  -0.09
H: -2.249 -0.922 2.506  0.05
H: -3.201 -1.780 3.706  0.10
H: -1.765 -2.515 3.019  0.08
H: -2.208 -1.027 5.191  0.09
C: 3.605 1.159 -1.484  -0.13
O: 4.857 0.630 -1.024  -0.15
H: 3.593 2.271 -1.571  0.08
H: 2.843 0.911 -0.723  0.07
H: 3.337 0.838 -2.528  0.09
H: 5.410 1.229 -0.460  0.12
C: -2.656 2.636 1.189  -0.13
O: -3.790 3.372 1.763  -0.13
H: -1.924 3.452 0.973  0.10
H: -2.881 2.125 0.351  0.00
H: -2.295 1.930 1.887  0.03
H: -3.409 4.087 2.325  0.08
C: 2.633 -4.824 -2.650  -0.19
O: 1.780 -4.058 -1.974  -0.13
H: 3.528 -5.010 -2.099  0.10
H: 2.831 -4.450 -3.636  0.08
H: 2.196 -5.721 -2.856  0.06
H: 0.924 -4.186 -2.381  0.10
C: -1.388 -0.905 -2.915  -0.13
O: -2.541 -1.345 -2.142  -0.17
H: -0.955 -0.128 -2.314  0.04
H: -1.590 -0.563 -3.970  0.11
H: -0.725 -1.791 -2.818  0.06
H: -2.244 -1.532 -1.203  0.05
C: 0.935 2.335 -3.073  -0.13
O: 0.446 1.422 -4.084  -0.15
H: 0.994 1.962 -2.078  0.03
H: 0.393 3.286 -3.113  0.09
H: 1.934 2.549 -3.340  0.06
H: 0.355 1.946 -4.929  0.12
C: 1.438 -1.053 3.848  -0.17
O: 0.839 -2.305 4.053  -0.11
H: 1.375 -0.404 4.722  0.07
H: 0.899 -0.521 3.093  0.05
H: 2.482 -1.111 3.621  0.07
H: -0.097 -2.123 4.115  0.01
C: 3.059 1.917 2.267  -0.15
O: 4.325 1.509 1.765  -0.10
H: 2.234 1.668 1.643  0.05
H: 3.081 3.036 2.227  0.07
H: 2.830 1.682 3.305  0.07
H: 4.311 0.581 1.600  0.00

Forces on the atoms, in the same order (eV/Å):
C -0.2 -1.5 1.2
C 1.5 1.4 -3.3
O -3.4 -2.2 1.2
H -0.4 0.6 -0.1
H 0.9 0.9 -1.0
H 0.4 0.1 0.5
H 0.4 0.2 -0.4
H 0.3 0.2 -0.7
H 0.4 0.3 2.5
C 1.8 -1.7 -2.9
C -0.4 0.1 2.1
O 0.3 0.9 -1.0
H 0.8 1.4 0.7
H -0.9 0.8 0.6
H -1.2 -1.2 1.8
H -0.3 -0.2 -0.8
H 0.0 0.5 -0.7
H -0.4 -0.4 0.4
C -0.3 0.0 -1.8
C -0.3 0.8 0.7
O -0.4 -1.2 -1.1
H -1.0 0.8 0.7
H -0.4 -1.2 -0.1
H 0.6 -0.3 1.8
H 1.2 0.4 -1.2
H 0.1 -0.2 -0.5
H 0.2 0.8 1.4
C -1.3 1.0 0.5
C 1.9 1.3 -0.3
O -1.7 0.5 -2.5
H 0.1 -1.1 0.8
H -0.6 -0.9 -0.9
H 1.5 0.0 -0.3
H 0.2 0.4 0.8
H -0.1 -0.6 -0.3
H 0.2 -0.5 2.5
C 2.2 2.0 0.9
C -0.2 1.1 1.2
O -0.2 -0.2 -3.7
H -1.1 -0.9 -0.5
H -0.3 -0.5 1.2
H 0.2 0.4 -0.5
H 0.1 -0.8 1.2
H -1.3 0.9 0.5
H 0.9 -2.0 0.0
C -2.2 0.7 0.9
C 2.2 -1.3 0.3
O -0.4 2.8 -0.5
H -0.7 0.0 0.3
H 0.8 -0.3 -1.4
H 0.2 -0.8 -0.4
H 0.2 0.1 -1.2
H -0.1 -0.3 1.3
H 0.0 -0.7 0.6
C 0.1 4.7 2.3
O -0.8 -4.2 -3.0
N -0.3 -0.7 2.0
N 2.0 2.1 0.5
H -0.7 -1.0 -0.1
H 0.0 0.0 1.3
H 0.1 -0.5 -0.5
H -0.4 -0.6 -1.0
C 6.2 -3.8 1.2
O -5.1 3.3 -3.6
N -2.2 1.4 0.3
N 5.1 -1.3 -3.0
H -0.6 0.2 2.3
H -0.1 -0.4 0.8
H -2.1 0.4 0.8
H -0.8 0.3 0.7
C -2.5 -1.6 0.7
O 2.4 0.8 -0.2
H 0.3 1.0 -0.6
H -0.1 -0.2 -1.1
H 0.4 0.0 0.1
H -0.8 0.1 1.0
C 0.1 1.2 0.3
O 0.7 1.3 -0.6
H 0.4 -0.6 0.3
H 0.0 -0.2 -0.6
H 0.5 -0.4 1.2
H -1.4 -0.5 -0.7
C 0.4 4.1 2.6
O 0.6 -0.1 0.0
H 0.1 -1.2 0.0
H -1.4 -1.2 -3.0
H 0.6 -0.6 0.8
H -0.4 -1.0 -0.7
C 2.3 -0.7 -2.2
O -2.6 2.2 1.8
H 0.8 0.1 0.3
H 0.8 0.7 -0.4
H -1.1 -3.2 -0.2
H -0.3 0.3 0.1
C -0.2 -1.5 1.1
O -0.2 0.2 0.4
H 0.6 0.7 -0.4
H -0.3 -0.6 1.4
H 0.0 0.8 -0.9
H -0.3 0.1 -1.7
C -0.3 0.8 -1.7
O -0.4 0.9 -0.7
H -0.6 -0.8 0.5
H -0.2 -0.3 0.3
H 1.4 0.5 -0.2
H 0.1 -0.8 1.5
C -0.4 0.7 0.8
O 0.6 -0.7 -0.1
H -0.1 0.0 0.5
H -0.1 0.5 -0.9
H 0.5 -0.5 -0.5
H -0.2 0.0 0.4
C 1.0 2.1 -0.1
O -0.5 1.4 0.6
H -0.7 -0.7 -0.6
H 0.0 -0.7 0.1
H 0.3 -0.5 0.1
H -0.1 -1.8 -0.3

Calculated values
ΔE to the lowest compared entry with this formula, charge and spin	2.260	eV
lowest unoccupied orbital energy	0.15	eV
F_max	7.38	eV/Å
HOMO	-0.3188	Eh


Density functional theory data (wB97M-V/def2-TZVPD) for a molecular structure, C6H5Cl8N at a distorted geometry.

Last column: Löwdin charge in e.
CARTESIAN COORDINATES (ANGSTROEM)
N: 1.025 2.859 -1.043  0.00
C: -0.254 3.123 -0.718  -0.12
C: -0.899 1.924 -0.526  -0.29
C: 0.038 0.961 -0.845  -0.22
C: 1.194 1.531 -1.176  -0.13
H: 1.709 3.573 -1.252  0.15
H: -0.528 4.137 -0.466  0.11
H: -1.900 1.836 -0.130  -0.09
H: -0.058 -0.115 -0.849  0.00
H: 2.130 1.180 -1.586  0.12
C: -1.880 -0.992 0.658  -1.83
Cl: -2.880 -2.028 1.641  0.57
Cl: -2.118 0.708 0.967  0.78
Cl: -0.201 -1.365 0.967  0.33
Cl: -2.248 -1.449 -1.063  0.55
C: 1.354 -3.137 1.101  -1.88
Cl: 0.320 -2.932 -0.289  0.44
Cl: 2.742 -1.895 1.136  0.49
Cl: 0.306 -3.233 2.647  0.47
Cl: 2.148 -4.685 0.828  0.53

Forces on the atoms, in the same order (eV/Å):
N 0.9 1.6 -0.6
C -0.4 0.7 0.9
C 0.4 4.5 -2.1
C -0.5 -3.1 -0.4
C 2.1 0.7 -0.7
H -0.1 -0.3 0.1
H -0.2 -0.1 -0.2
H 1.3 2.6 -3.4
H -0.1 0.6 -0.4
H -0.2 -0.4 0.2
C 0.4 -0.6 0.1
Cl -0.5 -0.3 0.5
Cl -2.9 -5.3 5.0
Cl -4.6 10.7 6.1
Cl -0.3 0.4 0.1
C 1.4 -1.6 0.7
Cl 2.7 -7.9 -6.7
Cl -1.5 -0.7 0.3
Cl 2.0 -1.3 -0.1
Cl 0.0 -0.1 0.5

Calculated values
ΔE to the lowest compared entry with this formula, charge and spin	8.855	eV
lowest unoccupied orbital energy	-0.46	eV
F_max	13.13	eV/Å
HOMO	-0.2981	Eh


Density functional theory data (wB97M-V/def2-TZVPD) for a molecular structure, C5H10N2O at a distorted geometry.

Last column: Löwdin charge in e.
CARTESIAN COORDINATES (ANGSTROEM)
C: -0.581 -0.632 -0.056  -0.17
C: -1.615 -0.537 -1.143  -0.09
C: 2.278 -0.576 0.022  -0.04
C: -0.653 0.195 1.103  -0.48
C: 1.141 0.395 -0.122  -0.39
N: -1.736 0.839 1.552  0.22
N: 1.105 1.463 -0.799  0.09
O: 0.502 0.573 1.545  0.00
H: -0.131 -1.601 0.120  0.11
H: -1.627 1.615 2.185  0.12
H: -2.654 0.636 1.192  0.11
H: 1.896 1.562 -1.427  0.05
H: -1.623 0.473 -1.569  0.08
H: -2.638 -0.759 -0.809  0.07
H: -1.384 -1.233 -1.951  0.07
H: 2.523 -0.992 -0.958  0.09
H: 2.046 -1.383 0.713  0.07
H: 3.151 -0.039 0.403  0.09

Forces on the atoms, in the same order (eV/Å):
C 1.1 0.3 -0.3
C 0.0 0.1 0.0
C 0.0 0.0 0.2
C 0.7 1.6 0.2
C -0.9 -0.8 -1.1
N 0.0 -0.4 0.0
N -0.4 -0.4 0.1
O -0.7 -0.2 0.4
H -0.1 -0.1 0.1
H 0.1 -0.1 -0.1
H 0.1 -0.1 0.0
H 0.1 0.2 0.4
H 0.1 0.0 0.0
H 0.1 0.0 0.0
H 0.0 0.0 0.1
H -0.1 0.0 0.0
H 0.0 0.0 -0.1
H -0.1 0.0 0.0

Calculated values
ΔE to the lowest compared entry with this formula, charge and spin	3.048	eV
lowest unoccupied orbital energy	0.85	eV
F_max	1.72	eV/Å
HOMO	-0.2728	Eh


> Which formula does entry 1 have?

C22H76N4O16